# C4H9FO2

One molecule with the formula C4H9FO2 at a distorted geometry (ωB97M-V/def2-TZVPD, OMol25).

XYZ file:
```
16
Properties=species:S:1:pos:R:3:nbo_charge:R:1
C 0.786 -1.243 -1.179 -0.27
C 0.453 0.747 0.124 0.03
C -0.947 1.168 -0.310 -0.10
C 0.393 0.039 1.482 0.02
H -0.279 -1.212 -1.358 0.19
H 1.346 -1.707 -1.985 0.19
H 0.933 -1.987 -0.359 0.15
H 1.037 1.682 0.253 0.21
H -0.878 1.719 -1.257 0.20
H -1.403 1.803 0.526 0.17
H -1.814 -0.514 0.146 0.48
H 0.041 0.741 2.231 0.17
H 1.360 -0.291 1.780 0.18
O 1.231 0.031 -0.891 -0.53
O -1.846 0.088 -0.628 -0.72
F -0.413 -1.065 1.423 -0.37
```

Results
SMILES: CO[C@@H](CO)CF
highest occupied orbital energy: -9.50 eV
gap between HOMO and LUMO: 10.325 eV
E_LUMO: 0.8 eV

=====

# C8H32O8

A 8-piece molecular cluster, C8H32O8 overall at a distorted geometry (ωB97M-V/def2-TZVPD, OMol25).

XYZ file:
```
48
Properties=species:S:1:pos:R:3:nbo_charge:R:1
O -2.758 -2.442 -0.091 -0.97
H -2.545 -2.542 -1.019 0.46
H -2.327 -1.628 0.168 0.49
O -1.540 -0.032 -0.384 -0.99
H -2.301 0.430 -0.737 0.49
H -0.925 0.663 -0.150 0.50
O -4.526 0.513 -2.457 -0.93
H -4.810 0.266 -1.577 0.48
H -3.736 1.035 -2.318 0.46
O -3.021 2.261 -0.635 -0.95
H -2.957 2.738 -1.463 0.48
H -2.871 2.926 0.037 0.49
C 0.709 -2.920 -0.107 -0.65
C 0.824 -3.930 -1.203 -0.06
O 1.630 -5.070 -0.813 -0.72
H 1.694 -2.580 0.212 0.21
H 0.151 -3.315 0.742 0.21
H 0.178 -2.075 -0.546 0.23
H 1.309 -3.516 -2.086 0.17
H -0.134 -4.318 -1.548 0.16
H 1.321 -5.270 0.073 0.45
C -0.611 4.568 0.762 -0.65
C -0.288 3.084 1.103 -0.07
O 0.021 2.426 -0.115 -0.75
H -0.690 5.057 1.732 0.22
H -1.547 4.717 0.223 0.20
H 0.169 5.145 0.265 0.22
H -1.055 2.579 1.690 0.18
H 0.492 2.964 1.855 0.17
H 0.422 3.026 -0.748 0.49
C -0.193 -1.106 2.879 -0.63
C 0.692 -0.037 3.368 -0.07
O 1.813 -0.723 3.955 -0.72
H 0.367 -1.744 2.195 0.22
H -1.056 -0.707 2.346 0.21
H -0.626 -1.740 3.652 0.20
H 0.167 0.520 4.144 0.15
H 1.037 0.676 2.620 0.17
H 1.461 -1.071 4.778 0.46
C 1.983 0.520 -2.553 -0.64
C 3.226 -0.002 -1.931 -0.06
O 4.208 -0.294 -2.940 -0.73
H 2.316 1.375 -3.141 0.21
H 1.174 0.792 -1.875 0.22
H 1.635 -0.224 -3.270 0.22
H 2.975 -0.879 -1.334 0.16
H 3.650 0.714 -1.227 0.15
H 4.892 -0.831 -2.532 0.47
```

Results
SMILES: CCO.CCO.CCO.CCO.O.O.O.O
highest occupied orbital energy: -9.97 eV
gap between HOMO and LUMO: 9.933 eV
E_LUMO: 0.0 eV

=====

# C38H48As3IrN8O3

C38H48As3IrN8O3 as an isolated structure at a distorted geometry (ωB97M-V/def2-TZVPD, OMol25).

XYZ file:
```
101
Properties=species:S:1:pos:R:3:mulliken_charge:R:1
Ir 0.050 0.236 1.594 0.58
C -5.119 0.907 -0.119 -0.76
N -3.951 1.119 0.731 0.99
C -2.690 1.404 0.425 -0.58
N -1.976 1.478 1.546 0.03
C -2.891 1.238 2.533 -0.56
N -4.085 1.016 2.069 -1.07
C -4.783 0.812 -1.587 0.41
C -5.396 1.672 -2.507 -0.86
C -5.095 1.610 -3.866 -0.92
C -4.174 0.697 -4.326 -0.91
C -3.549 -0.171 -3.408 -0.27
C -3.868 -0.119 -2.040 0.32
C -2.557 -1.064 -3.891 0.99
N -2.082 -1.114 -5.139 -0.34
N -1.120 -2.003 -5.163 -0.33
C -1.000 -2.502 -3.931 0.82
O -1.893 -1.930 -3.093 -0.08
C -0.006 -3.418 -3.487 -0.08
C 0.912 -3.926 -4.425 -0.86
C 1.914 -4.766 -3.992 -0.92
C 2.035 -5.070 -2.639 -0.89
C 1.132 -4.562 -1.697 0.70
C 1.290 -4.906 -0.235 -0.88
N 1.128 -3.761 0.659 0.91
C 1.174 -2.456 0.408 -0.73
N 0.941 -1.799 1.539 0.34
C 0.771 -2.774 2.477 -0.46
N 0.888 -3.967 1.968 -1.17
C 0.090 -3.764 -2.130 -0.28
H -5.828 1.713 0.066 0.48
H -5.589 -0.019 0.222 0.35
H -2.315 1.563 -0.570 0.56
H -2.652 1.212 3.582 0.46
H -6.118 2.400 -2.158 0.48
H -5.581 2.283 -4.558 0.46
H -3.922 0.627 -5.375 0.61
H -3.372 -0.796 -1.353 0.59
H 0.810 -3.655 -5.467 0.61
H 2.613 -5.184 -4.703 0.45
H 2.834 -5.725 -2.315 0.49
H 2.267 -5.354 -0.050 0.47
H 0.542 -5.642 0.068 0.35
H 1.377 -2.008 -0.548 0.72
H 0.556 -2.590 3.516 0.57
H -0.659 -3.395 -1.439 1.07
C 3.992 -1.357 1.440 -1.37
As 2.960 0.222 1.940 0.80
C 3.581 0.368 3.785 -1.26
C 4.057 1.486 0.879 -1.41
C 3.792 2.981 0.972 2.38
C 4.072 3.480 2.399 -1.86
C 2.382 3.358 0.551 -1.36
As 0.744 2.678 1.430 1.30
C -0.442 3.898 0.479 -1.36
C 0.721 3.536 3.172 -1.26
C 4.799 3.720 0.060 -1.94
As 4.655 3.815 -1.933 0.32
C 3.303 5.193 -2.271 -1.00
C 3.768 2.208 -2.654 -1.02
H 5.027 -1.175 1.725 0.56
H 3.944 -1.553 0.370 0.35
H 3.633 -2.231 1.982 0.45
H 4.620 0.695 3.795 0.44
H 3.514 -0.629 4.222 0.49
H 2.974 1.041 4.385 0.31
H 3.947 1.151 -0.157 0.25
H 5.086 1.282 1.188 0.70
H 3.422 2.975 3.119 0.12
H 3.902 4.553 2.481 0.47
H 5.108 3.285 2.680 0.43
H 2.232 3.093 -0.499 -0.21
H 2.278 4.443 0.634 0.74
H 0.053 4.862 0.373 0.55
H -1.360 4.040 1.044 0.47
H -0.692 3.514 -0.509 0.34
H 1.048 4.569 3.066 0.47
H 1.346 3.025 3.900 0.26
H -0.307 3.524 3.536 0.45
H 5.798 3.323 0.250 0.50
H 4.835 4.776 0.338 0.56
H 3.510 6.074 -1.666 0.33
H 2.291 4.833 -2.069 0.22
H 3.359 5.483 -3.319 0.42
H 4.424 1.343 -2.571 0.31
H 3.585 2.396 -3.710 0.43
H 2.811 1.994 -2.168 0.21
O -1.571 -1.167 0.670 -0.66
C -1.989 -1.471 1.832 1.54
O -1.367 -0.989 2.829 -0.94
C -3.161 -2.343 2.029 0.18
C -3.602 -2.620 3.323 -0.57
C -4.707 -3.433 3.513 -0.90
C -5.372 -3.972 2.419 -0.50
C -4.937 -3.695 1.129 -1.06
C -3.832 -2.884 0.933 0.17
H -3.073 -2.204 4.169 0.52
H -5.050 -3.650 4.515 0.46
H -6.238 -4.603 2.569 0.45
H -5.455 -4.114 0.277 0.48
H -3.472 -2.674 -0.067 0.37
```

Results
highest occupied orbital energy (alpha / beta): -14.12 / -14.12 eV
gap between HOMO and LUMO (alpha / beta): 4.694 / 2.764 eV
total charge: +3
spin multiplicity: 2
E_LUMO (alpha / beta): -9.4 / -11.4 eV

=====

# C18H52BrIN3O19P6

A 5-piece molecular cluster, C18H52BrIN3O19P6 overall (ωB97M-V/def2-TZVPD, OMol25).

XYZ file:
```
100
Properties=species:S:1:pos:R:3:mulliken_charge:R:1
C -2.573 -0.746 3.424 -0.59
O -1.603 -1.776 3.262 -0.31
C -2.026 -2.900 2.582 -0.81
P -1.957 -2.678 0.725 0.39
C -1.282 -4.256 0.073 -0.52
C -1.704 -4.705 -1.316 0.03
O -2.189 -5.755 -1.535 -0.42
I -1.347 -3.310 -2.895 0.10
C -0.912 -1.254 0.379 -0.75
C 0.644 -1.298 0.619 0.09
N 0.974 0.088 0.890 -0.66
N 0.993 -2.149 1.744 -0.53
N 1.396 -1.672 -0.563 -0.34
P -3.954 -2.293 -0.342 0.30
O -4.355 -3.795 -0.774 -0.39
Br -5.277 -1.974 1.396 -0.14
H -2.065 0.093 3.891 0.21
H -3.388 -1.076 4.072 0.34
H -2.984 -0.413 2.466 0.24
H -3.045 -3.212 2.845 0.48
H -1.342 -3.717 2.819 0.54
H -0.194 -4.152 0.085 0.41
H -1.555 -5.063 0.758 0.54
H -1.070 -0.985 -0.666 0.65
H -1.339 -0.447 0.978 0.20
H 0.757 0.304 1.859 0.28
H 1.973 0.215 0.764 0.30
H 0.713 -3.117 1.617 0.18
H 2.005 -2.163 1.837 0.28
H 1.026 -1.314 -1.434 0.25
H 1.567 -2.665 -0.638 0.28
H -4.464 -4.475 -0.096 0.37
C 4.591 -1.509 -2.439 -0.54
O 5.184 -2.616 -3.126 -0.30
P 5.130 -2.668 -4.712 1.08
O 4.960 -1.363 -5.354 -0.68
O 3.988 -3.715 -5.088 -0.34
C 2.624 -3.325 -4.986 -0.63
O 6.421 -3.501 -5.002 -0.38
C 6.850 -3.657 -6.373 -0.71
H 5.106 -1.417 -1.486 0.24
H 4.708 -0.593 -3.015 0.39
H 3.532 -1.699 -2.257 0.12
H 2.500 -2.265 -5.217 0.37
H 2.255 -3.536 -3.978 0.18
H 2.061 -3.916 -5.704 0.29
H 7.809 -4.163 -6.336 0.30
H 6.958 -2.686 -6.851 0.33
H 6.134 -4.263 -6.925 0.29
C 7.073 -0.530 -11.375 -0.65
O 7.975 -1.498 -11.929 -0.33
P 8.537 -2.667 -11.029 1.01
O 7.673 -3.056 -9.909 -0.52
O 10.007 -2.251 -10.590 -0.31
C 10.173 -1.262 -9.569 -0.57
O 8.836 -3.743 -12.133 -0.37
C 9.213 -5.065 -11.716 -0.64
H 6.483 -0.145 -12.202 0.23
H 6.423 -0.993 -10.635 0.33
H 7.635 0.287 -10.921 0.28
H 9.378 -1.333 -8.826 0.25
H 10.184 -0.269 -10.018 0.24
H 11.131 -1.452 -9.092 0.25
H 9.269 -5.664 -12.619 0.23
H 8.465 -5.473 -11.038 0.28
H 10.188 -5.042 -11.229 0.28
C -4.410 5.222 5.971 -0.64
O -3.687 4.268 5.163 -0.26
P -3.556 4.489 3.610 0.97
O -3.585 5.878 3.149 -0.71
O -4.651 3.550 2.928 -0.21
C -6.026 3.953 3.027 -0.75
O -2.239 3.665 3.321 -0.29
C -1.656 3.799 2.016 -0.68
H -4.013 5.145 6.978 0.19
H -4.264 6.228 5.581 0.39
H -5.468 4.970 5.994 0.29
H -6.113 5.039 3.021 0.36
H -6.458 3.546 3.941 0.27
H -6.549 3.547 2.165 0.25
H -0.715 3.255 2.040 0.20
H -1.473 4.848 1.790 0.34
H -2.315 3.371 1.259 0.27
C -5.490 6.648 10.882 -0.57
O -6.212 5.456 11.224 -0.30
P -7.036 4.675 10.128 0.89
O -6.538 4.819 8.754 -0.39
O -8.559 5.085 10.305 -0.35
C -8.994 6.369 9.841 -0.61
O -7.028 3.235 10.758 -0.34
C -7.549 2.148 9.981 -0.62
H -4.678 6.736 11.598 0.23
H -5.091 6.575 9.872 0.25
H -6.142 7.516 10.965 0.27
H -8.450 6.664 8.944 0.29
H -8.855 7.110 10.629 0.24
H -10.052 6.284 9.609 0.25
H -7.355 1.245 10.552 0.23
H -7.045 2.099 9.016 0.25
H -8.623 2.268 9.836 0.28
```

Results
highest occupied orbital energy: -11.66 eV
gap between HOMO and LUMO: 7.993 eV
total charge: +1
E_LUMO: -3.7 eV

=====

E across the listed records, respectively: -11105.094 -25193.319 -243574.749 -196762.082 eV.
M across the listed records, respectively: 108.11 256.34 1081.84 1007.27 g mol⁻¹.